This record from the OMol25 dataset describes C38H38F3N2O3SSiY as an isolated structure. The level of theory is ωB97M-V/def2-TZVPD.

The energy above the lowest of the compared OMol25 structures with the same formula, charge and spin is 105.15 kJ/mol. The calculation puts the calculated total energy at -77058.946 eV. The value obtained for the largest force on an atom is 0.956 eV/Å. The value obtained for the highest occupied orbital energy is -0.288 Eh. Its total charge is 0. The calculation puts the gap between HOMO and LUMO at 8.34 eV.

Cartesian coordinates (Å):
Y 0.240 0.467 -0.030
C -1.148 -1.512 -3.072
C -0.775 -0.418 -3.834
C 0.532 0.045 -3.788
C 1.464 -0.563 -2.960
C 1.094 -1.666 -2.193
C -0.209 -2.153 -2.274
H -2.162 -1.882 -3.122
H -1.498 0.055 -4.484
H 0.821 0.894 -4.391
H 2.482 -0.199 -2.926
H 1.836 -2.203 -1.614
H -0.472 -3.062 -1.755
C -1.252 1.676 1.303
Si -2.776 0.684 1.767
C -2.070 -1.002 2.384
N -1.315 -1.728 1.346
C -0.387 -2.684 1.975
C -1.083 -3.853 2.685
C -2.028 -4.595 1.723
C -1.993 -3.946 0.341
C -2.251 -2.442 0.439
C -3.964 0.409 0.308
C -3.611 0.804 -0.977
C -4.488 0.654 -2.036
C -5.740 0.100 -1.832
C -6.104 -0.309 -0.560
C -5.224 -0.154 0.496
C -3.794 1.457 3.180
C -3.377 1.383 4.506
C -4.047 2.058 5.509
C -5.157 2.828 5.207
C -5.597 2.902 3.897
C -4.920 2.226 2.899
H -0.736 1.985 2.221
H -1.529 2.596 0.778
H -2.854 -1.641 2.802
H -1.380 -0.774 3.199
H 0.233 -2.147 2.697
H 0.292 -3.072 1.209
H -1.632 -3.485 3.554
H -0.308 -4.520 3.066
H -3.055 -4.572 2.093
H -1.727 -5.640 1.639
H -2.757 -4.390 -0.302
H -1.022 -4.143 -0.114
H -3.278 -2.305 0.792
H -2.192 -1.983 -0.555
H -2.644 1.253 -1.156
H -4.194 0.983 -3.022
H -6.432 -0.001 -2.655
H -7.079 -0.742 -0.392
H -5.524 -0.463 1.488
H -2.509 0.789 4.755
H -3.698 1.992 6.529
H -5.665 3.377 5.986
H -6.466 3.497 3.654
H -5.268 2.295 1.878
F 3.439 -1.618 3.836
C 4.238 -0.544 3.748
F 5.348 -0.938 3.104
F 4.632 -0.287 5.015
C 3.568 0.653 3.133
C 3.750 1.896 3.710
C 3.053 2.992 3.218
C 2.150 2.778 2.192
N 1.959 1.597 1.627
C 2.685 0.531 2.030
S 2.417 -0.914 1.160
H 4.407 2.015 4.558
H 3.172 3.967 3.664
H 1.534 3.586 1.813
O 3.164 3.216 -2.753
C 2.129 4.008 -3.097
C 2.331 5.194 -3.798
C 1.258 5.969 -4.193
C -0.039 5.566 -3.916
C -0.250 4.401 -3.203
C 0.820 3.620 -2.774
C 0.566 2.415 -1.944
O 1.510 1.898 -1.290
O -0.594 1.923 -1.882
H 4.003 3.615 -3.016
H 3.341 5.507 -4.028
H 1.437 6.888 -4.730
H -0.874 6.163 -4.248
H -1.247 4.069 -2.954

Atom charges from the Mulliken analysis, given in e for atoms 1 to 5: -0.266 -0.416 -0.375 -0.432 -0.069